No. 1
55
Properties=species:S:1:pos:R:3:forces:R:3 method="wB97M-V/def2-TZVPD" energy_ev=-158435.8975 relative_energy_ev=0.0000 homo_lumo_gap_ev=7.1 lumo_ev=-7.207 spin_multiplicity=1 total_charge=+2
W 0.82499 -0.43740 -1.73447 -0.6 -0.3 -0.4
As 2.60434 -1.35790 -0.16755 0.2 0.0 0.2
S -0.30785 -2.57204 -1.42724 0.0 -0.2 0.0
S 1.66771 -2.80507 -1.76750 0.0 0.5 0.0
S -0.51498 0.03950 0.43432 0.2 -0.1 -0.3
S 0.33796 -2.94396 1.91995 0.0 -0.5 -0.1
S 0.93575 1.35512 -0.05314 0.1 0.0 0.0
S 3.28567 -0.23284 -1.89934 0.2 -0.1 0.1
P 0.21918 -1.09950 2.27151 -0.1 0.3 0.1
O 1.51483 -0.30650 2.53223 0.3 0.1 0.0
O -0.84635 -0.52975 3.23900 -0.2 0.1 0.3
N 0.96770 1.53765 -2.98304 0.0 -0.1 0.1
N -1.22985 0.20005 -2.53049 0.0 0.0 0.0
N 0.90189 -0.98778 -3.93736 -0.1 0.1 -0.1
C -3.03580 0.05811 3.98877 0.0 0.0 0.1
C -0.20971 2.44744 -2.76615 0.1 0.0 -0.1
C 1.70562 -0.03175 -4.74732 0.0 -0.2 0.0
C -1.98166 -2.12469 4.70980 -0.1 0.0 0.1
C -2.17926 -1.11944 3.60595 0.2 0.0 -0.2
C 1.26661 1.37292 -4.44567 0.0 0.2 0.1
C -1.45715 1.66154 -2.34422 0.0 -0.1 0.0
C 1.22640 1.77907 3.80175 0.0 0.1 0.1
C 1.98939 0.48242 3.73008 -0.1 -0.1 -0.1
C 1.92156 -0.37510 4.96934 0.0 0.0 0.0
C -0.47650 -1.23154 -4.46120 0.2 0.0 0.1
C -1.44500 -0.17618 -3.97394 -0.1 0.1 0.2
H -0.46436 -1.25535 -5.55202 0.0 0.0 0.0
H 0.03971 3.16023 -1.98788 0.0 0.0 0.0
H 1.58883 -0.25598 -5.80852 0.0 0.0 0.0
H 3.02670 0.65705 3.45563 0.0 0.0 -0.1
H -3.05685 0.81088 3.20096 0.0 0.0 0.0
H -4.05492 -0.28902 4.16085 0.0 0.0 0.0
H 0.90058 -0.48284 5.33345 0.0 0.0 0.0
H 2.35336 -1.36080 4.79690 0.0 0.0 0.0
H 0.37174 1.62944 -5.00317 0.0 0.0 0.0
H -2.46877 -0.52822 -4.09785 0.0 0.0 0.0
H -2.33445 1.96279 -2.91676 0.0 0.1 0.0
H -2.66853 0.51433 4.90896 0.0 0.0 0.0
H 1.40144 -1.87159 -3.99354 -0.1 0.0 0.0
H -1.67226 1.83344 -1.29267 0.0 0.0 0.0
H 1.65492 2.39389 4.59456 0.0 0.0 0.0
H 2.03246 2.09011 -4.74010 0.0 0.0 0.0
H 1.30275 2.33856 2.87005 0.0 0.0 0.0
H -2.55591 -1.59153 2.69583 0.0 -0.1 0.0
H 0.17735 1.60525 4.04155 0.0 0.0 0.0
H 2.51010 0.11215 5.74790 0.0 0.0 0.0
H 1.78004 1.98353 -2.56617 0.0 0.0 0.0
H -1.37670 -2.97317 4.39974 0.0 0.0 -0.1
H -2.96225 -2.49451 5.01251 0.0 0.0 0.0
H -1.51784 -1.65071 5.57620 0.0 0.0 0.0
H -0.37239 3.01109 -3.68217 -0.1 0.0 0.0
H -1.93087 -0.28070 -1.97272 0.0 0.0 0.0
H -0.77283 -2.21414 -4.10668 0.0 0.0 0.0
H -1.36379 0.73704 -4.55573 0.0 0.0 0.0
H 2.74724 -0.19364 -4.48316 0.0 0.0 0.0

***

No. 2
46
Properties=species:S:1:pos:R:3:forces:R:3 method="wB97M-V/def2-TZVPD" energy_ev=-46138.9253 homo_lumo_gap_ev=6.6 lumo_ev=0.346 spin_multiplicity=1
Cl -0.72926 -4.69840 0.92104 -0.1 -0.6 0.1
P -0.49151 -2.95556 -0.04053 0.7 0.9 -0.6
Si 1.64776 -2.76020 -0.96868 -0.3 0.0 0.2
O -0.04622 -0.47295 0.25757 -0.1 0.3 0.4
N -0.38563 0.90320 0.02948 0.4 -0.5 -0.6
C -2.19570 0.21086 -1.35551 0.4 0.3 0.5
C -0.57946 2.80546 1.65127 0.0 -0.1 0.1
C -1.74815 3.40915 0.86167 0.0 0.0 0.0
C -2.57150 0.40992 1.10167 -0.3 0.2 -0.3
C 1.54931 -1.44378 -2.25404 0.1 -0.1 -0.4
C 2.78975 -2.35397 0.43393 0.3 -0.1 0.1
C 0.35951 1.87472 0.86112 0.0 0.0 0.1
C -2.22665 2.50253 -0.28507 0.4 0.1 0.0
C 2.06112 -4.44906 -1.64627 0.1 -0.2 0.1
C -1.83248 1.04362 -0.10255 -0.5 -0.3 0.0
C 1.26409 1.16694 1.87108 -0.1 0.1 0.0
C 1.23928 2.71328 -0.07896 -0.1 -0.1 0.0
H 2.56948 -1.23048 -2.60958 -0.3 -0.1 0.0
H -1.79376 2.83423 -1.23386 0.0 0.0 0.0
H -3.31076 2.57181 -0.39954 0.0 -0.1 0.0
H -3.26225 0.13171 -1.56532 0.0 -0.2 0.3
H -1.68731 0.52713 -2.26820 0.1 0.4 0.2
H 0.62457 3.24807 -0.80500 0.0 0.0 0.0
H -2.34583 0.91291 2.03888 0.0 0.0 0.0
H 1.91158 2.05074 -0.62749 0.0 0.0 0.0
H 1.14209 -0.56597 -1.76894 -0.1 0.3 0.1
H 2.16735 -5.18735 -0.83959 0.0 0.2 -0.2
H -0.98135 2.23612 2.49100 0.1 0.0 0.0
H -1.48148 4.39021 0.46318 0.0 0.0 0.0
H 3.04665 -4.35286 -2.12622 -0.2 -0.1 0.0
H -3.65333 0.45330 0.94832 0.0 0.0 0.0
H -2.57005 3.58412 1.56017 0.0 0.0 0.0
H 1.81068 1.92189 2.44371 0.0 0.0 0.0
H 1.83650 3.44156 0.47740 0.0 0.0 0.0
H 1.97738 0.52048 1.36399 0.0 0.1 0.0
H 0.68078 0.55440 2.55903 0.0 0.0 0.0
H 0.91652 -1.71048 -3.10963 0.2 0.0 0.1
H 2.62827 -1.34154 0.81416 0.0 -0.2 -0.1
H 3.81314 -2.43952 0.03195 -0.2 0.1 0.1
H 1.34711 -4.84568 -2.37700 0.1 0.2 0.1
H -1.69327 -0.68765 -1.02715 -0.5 -0.8 -0.7
H 0.02858 3.59759 2.09765 0.0 0.0 0.0
H -2.28270 -0.63232 1.20687 -0.1 0.0 0.0
H -0.80677 -1.85495 0.80306 0.1 0.4 0.3
H -1.45452 -2.96019 -1.05969 0.0 -0.2 0.1
H 2.71846 -3.07303 1.26063 -0.1 0.2 -0.1

***

No. 3
45
Properties=species:S:1:pos:R:3:forces:R:3 method="wB97M-V/def2-TZVPD" energy_ev=-19978.3713 homo_lumo_gap_ev=8.3 lumo_ev=-3.061 spin_multiplicity=1 total_charge=+1
O 2.23262 -0.81517 -1.92247 -0.2 0.1 -0.3
O 1.92310 -2.15424 -4.54104 -0.2 0.0 0.7
N 2.32948 0.76172 2.10681 -0.5 -2.1 1.0
N -2.00065 2.13004 2.20208 0.2 1.5 1.1
C 3.34903 -0.12016 -2.46974 0.1 0.0 0.2
C -2.94675 1.89526 1.04711 -1.9 0.4 -1.8
C 0.87046 -1.98673 -3.58443 0.3 0.4 -0.5
C 1.07155 -0.71598 -2.75341 0.2 -0.5 0.2
C -2.43399 -0.80058 1.42185 -1.2 -0.4 0.6
C 0.11033 1.34815 0.75752 1.6 -0.2 -0.2
C 1.07015 0.19961 1.48586 -0.5 -0.9 -1.4
C -3.39988 0.35440 0.78305 0.2 -0.8 -1.5
C -0.55408 2.42244 1.77686 1.8 1.0 -1.7
C -2.19093 -0.41775 2.99275 -0.5 -1.4 0.5
C -2.11833 1.16199 3.35443 0.7 -1.0 2.8
C 2.89624 -3.10229 -4.11005 0.0 0.0 -0.3
H -1.25470 -1.02099 3.42308 -2.0 1.6 -1.0
H 3.78341 -2.98984 -4.74012 -0.2 0.0 0.0
H -3.94171 2.51320 1.27522 2.3 -1.3 -0.5
H 0.78335 -2.86954 -2.93889 0.1 0.1 0.0
H 1.40563 -0.52184 0.59719 -0.9 1.6 1.8
H -1.46597 -1.04514 0.81170 -1.8 0.9 1.3
H -3.38376 0.18879 -0.39913 -0.1 0.5 2.6
H -2.31699 3.06451 2.61092 0.6 -1.6 -0.6
H 0.86357 1.95959 0.06027 -1.7 -1.3 1.6
H -1.14417 1.32346 4.02548 -2.2 -0.2 -1.5
H -4.52341 0.17159 1.10218 2.5 0.5 -0.4
H 4.24819 -0.44874 -1.94257 -0.2 0.0 0.0
H -3.07559 -1.80782 1.42067 1.5 2.2 -0.1
H -3.12266 -0.86709 3.58994 2.0 1.1 -1.3
H 1.12571 0.17179 -3.39546 0.1 -0.2 0.0
H 2.20301 0.59892 3.15119 0.5 0.5 -1.7
H 3.22339 0.95510 -2.31369 0.1 0.1 -0.1
H 0.17044 2.58849 2.68826 -1.8 -0.5 -1.6
H 3.18838 -2.94777 -3.06874 -0.1 0.0 0.0
H -3.01969 1.50285 4.05919 1.8 -0.8 -1.9
H -0.06250 -1.89238 -4.14994 0.0 0.0 0.0
H 3.08294 0.05319 1.85445 -1.1 1.5 0.4
H -0.60988 3.47602 1.21844 0.0 -2.3 1.2
H -2.44407 2.38545 0.08781 -1.1 -1.2 2.2
H 0.21288 -0.59301 -2.08658 -0.1 0.0 0.0
H 0.49952 -0.46760 2.25780 0.7 1.3 -1.5
H 2.50200 -4.11438 -4.23571 0.1 -0.1 0.1
H 3.47766 -0.32451 -3.53501 -0.1 0.0 0.0
H -0.61333 0.79700 0.02486 1.0 1.3 1.6

***

No. 4
49
Properties=species:S:1:pos:R:3:forces:R:3 method="wB97M-V/def2-TZVPD" energy_ev=-27616.0688 homo_lumo_gap_ev=9.2 lumo_ev=0.387 spin_multiplicity=1 smiles="CCCN[C@]1(N)OC(=O)O[C@@H]1CNC.CCO.CCO"
O -2.05278 -2.59678 -1.58194 -0.3 0.4 0.1
O 4.98287 -2.00661 1.38915 -9.0 3.4 -0.4
O 2.58286 -2.46603 0.87296 1.8 2.4 1.9
O -2.61094 3.99267 0.97661 0.2 0.3 0.1
O 3.12393 -0.24718 1.63945 0.5 -3.1 -0.5
N 2.13697 -1.57656 3.26629 -0.6 0.6 -0.2
N 2.20824 -1.59373 -1.52876 -0.5 1.4 -0.1
N 0.85531 0.32897 2.76085 1.4 1.3 -3.0
C -4.35336 3.70474 -0.65472 -0.1 -0.1 -0.2
C -3.87095 3.38063 0.74404 -0.1 0.3 -0.2
C 1.28707 -1.71156 0.96886 1.6 0.7 -0.8
C 0.49624 2.56585 1.37026 -1.2 -0.5 -1.5
C 1.77630 -0.63763 2.09270 -0.3 -2.9 2.3
C -0.07877 1.06509 1.83719 -1.5 2.4 0.4
C 3.71399 -1.59537 1.33920 2.9 -2.4 -0.3
C 1.06372 -1.28188 -0.59261 -1.8 0.0 -1.3
C 1.84596 2.48604 0.44485 0.0 1.6 0.4
C -1.86039 -3.93467 -2.01705 -0.2 0.0 -0.3
C -1.68894 -3.96991 -3.52159 0.1 -0.1 -0.2
C 3.03646 -0.37453 -1.87540 0.8 0.2 -1.2
H -0.83237 -3.35932 -3.82560 -0.1 -0.1 0.1
H -1.53501 -4.99411 -3.87270 0.0 0.1 0.0
H 0.13446 -1.92096 -0.98509 1.9 1.5 1.0
H 1.30190 -2.17895 3.49726 1.2 1.2 -0.1
H 1.74898 1.76300 -0.46981 0.2 1.2 2.1
H -3.63282 3.35430 -1.40103 -0.1 0.0 0.1
H 2.78407 2.28699 1.11478 -1.7 0.0 -1.5
H 0.76729 -0.15991 -0.76875 0.4 -2.0 0.8
H 2.39544 0.51783 -2.30892 1.1 -1.6 0.9
H 0.38766 -2.36506 1.33289 2.1 1.0 -0.5
H -5.32180 3.23642 -0.85157 0.1 0.1 0.0
H -0.48066 0.45436 0.92426 1.2 1.0 1.8
H -3.75380 2.30001 0.86783 0.2 0.2 0.1
H -0.96938 -4.33042 -1.52081 -0.1 0.2 0.1
H -2.72762 4.95255 0.87253 0.1 -0.5 0.1
H 2.36275 -0.93825 4.06280 -0.5 -1.0 -0.7
H 3.78551 -0.69821 -2.73901 -1.5 0.7 1.8
H -4.57989 3.73937 1.49659 -0.1 -0.2 0.0
H -0.36787 3.01237 0.68051 1.8 -0.9 1.6
H -2.85100 -2.25738 -2.02180 0.4 -0.1 0.3
H -2.56972 -3.55417 -4.02178 0.0 -0.1 0.0
H 1.48497 1.08677 3.16459 -1.0 -1.3 -0.4
H 3.69818 0.04038 -1.00467 -1.5 -1.0 -1.4
H -2.72273 -4.53249 -1.70627 0.1 -0.2 0.0
H -1.04565 1.32414 2.49004 2.0 -0.6 -1.4
H 0.57655 3.31506 2.28331 0.1 -1.8 -1.8
H -4.45084 4.78687 -0.78994 -0.1 -0.1 0.1
H 1.81638 -1.98843 -2.41275 0.5 0.6 1.2
H 2.00323 3.57569 -0.01721 -0.3 -2.3 1.0